Entry 1:
11
Properties=species:S:1:pos:R:3:forces:R:3 method="wB97M-V/def2-TZVPD" smiles="N=C(O)O.N" de_lowest_kj_mol=195.0 total_energy_ha=-301.66982 molar_mass_g_mol=78.07 homo_lumo_gap_ev=9.3 spin_multiplicity=1 max_force_ev_per_a=3.0
C -0.3645 -0.1279 0.7809 0.1914 -1.4696 2.6038
N 0.5882 -0.8748 1.2123 -1.3968 0.8475 -0.6917
N 1.1316 -0.2310 -1.7327 0.5104 -0.8012 0.2304
O -1.4677 -0.6264 0.2109 0.1648 -0.7204 -1.1241
O -0.5188 1.1217 1.2281 0.5395 1.6121 0.4177
H -2.1864 0.0115 0.1366 0.2918 0.0283 0.0392
H -1.1146 1.7160 0.7579 -0.0167 -0.3633 -0.2458
H 1.1337 -0.3360 1.8898 0.1116 -0.0186 -0.5809
H 1.4142 -0.8788 -0.9666 -0.5034 1.0131 -0.8862
H 0.2215 -0.5123 -2.0919 0.3037 0.3122 0.2684
H 1.1629 0.7380 -1.4254 -0.1964 -0.4401 -0.0307

Entry 2:
111
Properties=species:S:1:pos:R:3:forces:R:3 method="wB97M-V/def2-TZVPD" smiles="O=S1(=O)CCCC1.O=S1(=O)CCCC1.O=S1(=O)CCCC1.O=S1(=O)CCCC1.COC[C@H](C)N.COC[C@H](C)N.COC[C@H](C)N" total_energy_ha=-3690.23965 molar_mass_g_mol=748.11 homo_lumo_gap_ev=8.9 spin_multiplicity=1 max_force_ev_per_a=3.2
C 17.1645 32.8889 16.4575 -0.3133 -0.6050 -0.5668
C 16.6727 31.9831 15.3367 1.9652 0.1480 -1.7424
C 17.1207 32.4597 13.8722 -0.9483 0.2301 0.9974
O 16.7169 31.5244 12.8725 -0.5268 0.2154 0.0264
C 15.5238 31.8697 12.1595 0.0299 -0.2671 0.2549
N 17.2424 30.6487 15.4825 -1.2858 -0.1023 0.6546
H 16.7138 32.4080 17.3257 0.1117 0.6616 0.4370
H 16.8398 33.9121 16.2690 -0.0817 0.0238 0.4293
H 18.2488 32.8563 16.5637 0.0610 0.0031 -0.1033
H 15.5888 31.9052 15.4221 -0.1045 0.0177 -0.3434
H 18.2038 32.5598 13.8023 0.1465 -0.3355 0.3159
H 16.7405 33.4564 13.6483 -0.3031 0.1557 -0.1330
H 15.0293 32.7112 12.6446 0.2189 0.4318 -0.4767
H 14.7398 31.1125 12.1483 0.2855 -0.6903 0.5321
H 15.7581 31.9716 11.0999 0.1109 0.7166 0.0439
H 18.2515 30.6434 15.5257 0.1005 0.0644 -0.2247
H 16.8708 30.1375 14.6947 0.5267 -0.5763 -0.0572
C 18.8789 27.4280 11.6523 -0.4912 -1.2934 0.6577
C 17.4618 27.7974 11.3460 -1.0558 1.1512 -0.3725
C 16.4960 26.6548 11.0733 -0.3812 0.5095 1.9392
O 15.1500 27.2090 10.8627 1.6732 -0.7165 2.3954
C 14.8821 27.3401 9.5445 0.5642 -0.9016 -2.3952
N 16.9430 28.6334 12.4758 1.1068 -1.6700 -1.2050
H 19.2767 26.9342 10.7657 0.5916 0.1187 0.2229
H 18.8030 26.7246 12.4815 0.3557 -0.4928 0.0544
H 19.4892 28.2286 12.0703 0.0035 0.2875 -0.6653
H 17.4919 28.2571 10.3581 -0.0791 1.2049 -0.0814
H 16.5073 26.1111 12.0180 -0.6897 -0.3373 0.0742
H 16.8412 25.9574 10.3100 -0.2960 0.2321 -0.4639
H 15.1530 26.3851 9.0943 -0.6406 -0.4638 -0.6176
H 15.5857 27.9848 9.0179 -0.1897 0.8870 0.0062
H 13.8416 27.5739 9.3189 0.1295 0.1751 0.3029
H 15.9936 28.9345 12.3083 0.2612 0.4769 -0.0739
H 17.6495 29.3492 12.5678 -0.8285 0.7159 0.2341
C 22.0747 23.2213 15.1612 0.5580 -0.1103 -1.1984
C 23.0852 23.0597 13.9275 -2.3750 -0.2117 1.2219
C 22.7256 24.0223 12.7853 -0.5568 0.2650 1.9633
O 21.5790 23.5727 12.1586 -0.3783 -1.5575 -1.2296
C 21.2754 24.2521 10.9893 -0.6414 0.8092 -0.6229
N 24.4013 23.2995 14.4077 1.1751 0.4107 0.0648
H 21.0311 23.0495 14.8979 0.0568 0.0233 -0.4817
H 22.1259 24.2170 15.6016 0.3093 -0.1037 0.2324
H 22.3027 22.4127 15.8556 0.2152 0.3198 0.3644
H 22.8399 22.0324 13.6580 0.4807 -0.2849 -0.7679
H 23.5489 24.2568 12.1107 0.1345 -0.0890 -0.1116
H 22.3300 24.8880 13.3164 1.0032 1.0467 -0.0345
H 20.3036 23.9240 10.6205 -0.0111 -0.0421 0.2074
H 21.9608 24.1757 10.1452 0.6308 -0.7369 0.0672
H 21.2413 25.3315 11.1366 -0.3082 0.3589 0.4131
H 24.6887 22.6948 15.1640 -0.2931 -0.0259 0.1493
H 25.1107 23.2015 13.6954 -0.0171 -0.0127 -0.2257
C 23.7932 28.9164 15.7274 0.2677 -0.8725 0.9966
C 22.9348 27.9497 14.8075 -0.6367 0.2775 1.3494
C 21.5240 28.5725 14.7195 1.0058 0.6427 0.1178
S 21.1287 29.3168 16.4170 2.4632 -1.2405 -1.2861
O 20.8453 28.1578 17.2746 -0.2579 1.8067 -0.5726
O 20.3090 30.5167 16.2685 0.0954 -1.1851 0.5858
C 22.9250 29.8708 16.6866 -1.0515 -0.4895 -2.3301
H 24.4968 29.4822 15.1166 -0.6435 0.6288 -0.2209
H 24.5308 28.3055 16.2479 -0.4039 -0.1663 0.6379
H 22.7985 26.9245 15.1518 0.4070 0.1042 0.8309
H 23.4556 27.7840 13.8644 -0.3987 0.6157 -0.3021
H 20.7533 27.8626 14.4192 -0.1062 0.3024 0.0871
H 21.6941 29.3934 14.0228 -0.9594 0.2975 -0.0339
H 23.0902 30.1125 17.7365 0.4336 -0.8267 -0.0381
H 22.9152 30.8266 16.1626 -0.1448 0.1698 0.1637
C 21.1236 32.9461 19.1959 1.7359 -0.2036 -1.6125
C 21.2980 34.2775 19.9450 -0.9893 -0.2610 -0.0189
C 22.6988 34.3187 20.6514 -1.3229 -1.1666 -0.9556
S 23.1476 32.5070 20.8642 -0.5192 -1.0398 1.3535
O 23.1520 32.1392 22.3166 0.3327 0.8820 -3.0559
O 24.2704 32.1745 19.9674 -1.2781 0.5427 1.2900
C 21.5855 31.7895 20.0718 0.3179 1.4160 1.5685
H 21.8274 33.0916 18.3764 0.1907 -0.6300 -0.4425
H 20.1759 32.7836 18.6825 -0.2260 0.1255 0.5297
H 20.3535 34.3895 20.4774 0.5471 0.3034 1.1724
H 21.2476 35.0784 19.2074 0.1827 0.0281 -0.0205
H 22.7329 34.8752 21.5880 0.1783 -0.2868 -0.1374
H 23.3469 34.6934 19.8591 0.4776 0.0074 0.5344
H 20.8464 31.7278 20.8705 0.2157 -0.1925 0.3860
H 21.8067 30.7648 19.7731 0.0855 0.3842 -0.6654
C 23.7636 26.9169 9.4565 -1.1713 1.3371 -0.5113
C 25.0439 26.6550 10.2626 -1.7854 0.7456 -0.2640
C 25.2434 27.9740 11.1224 0.9465 -0.5967 -0.6361
S 24.2733 29.4046 10.3188 0.4914 -0.5257 1.2532
O 25.1616 30.5675 10.1206 -1.6576 -2.0030 -0.1388
O 23.0369 29.5322 11.1004 1.2689 0.1818 -0.6721
C 23.8312 28.3842 8.8786 0.8467 -0.8228 -0.3716
H 22.8637 26.8231 10.0644 0.1533 0.5623 0.8127
H 23.4185 26.1977 8.7137 1.0916 -0.0718 -0.6510
H 25.8725 26.5063 9.5703 0.1300 0.1999 0.1923
H 24.8329 25.6970 10.7379 0.5358 0.2845 0.7778
H 26.3275 28.0878 11.1246 -0.0241 0.9726 -0.3888
H 25.0413 28.0136 12.1928 -0.8322 -0.4360 -0.1772
H 24.6756 28.4633 8.1939 0.3519 -0.0857 0.0777
H 22.9954 28.7047 8.2566 -0.3549 0.2326 0.7746
C 17.6430 27.4145 16.8426 -1.2795 -0.4687 1.4068
C 16.5922 26.4622 16.2487 0.3227 1.2076 -1.0634
C 15.7348 25.8545 17.2889 -0.0517 -0.5348 0.7824
S 15.4335 27.2341 18.5495 0.0861 1.0944 -2.0672
O 15.8101 26.8161 19.8856 -0.6750 -0.0184 -0.5066
O 14.1490 27.9161 18.2417 2.0357 -1.4185 0.8094
C 16.8541 28.2928 17.8982 -0.0604 -0.5594 -0.9169
H 18.0775 27.9329 15.9878 0.2167 0.4559 0.5684
H 18.3682 26.8402 17.4191 0.3647 0.0397 -0.3841
H 17.0615 25.7168 15.6066 0.0060 -0.1628 0.0915
H 15.9483 27.0519 15.5962 0.0270 0.1665 -0.2446
H 16.3061 25.0319 17.7191 -0.2232 0.1402 0.7769
H 14.8610 25.4189 16.8043 -0.4436 0.3738 0.6259
H 17.4154 28.5986 18.7812 0.0758 -0.2197 -0.1184
H 16.4899 29.1789 17.3784 -0.4005 -0.0784 0.1833

Entry 3:
90
Properties=species:S:1:pos:R:3:forces:R:3 method="wB97M-V/def2-TZVPD" total_energy_ha=-5108.51171 molar_mass_g_mol=771.54 homo_lumo_gap_ev=7.6 spin_multiplicity=1 charge=+1 max_force_ev_per_a=6.3
C 2.2409 2.2764 1.2913 0.3815 0.6501 0.7053
C 3.4488 2.4774 0.2587 0.6431 -0.3419 2.5268
O 3.1404 2.1934 -1.1422 -3.2248 -1.1152 0.1306
C 1.8366 1.5952 -1.2870 1.2538 1.6532 -0.2232
C 0.7032 2.5802 -1.6448 -2.9970 -3.9554 0.0129
C 0.8513 4.1527 -1.8600 1.5098 -0.5790 0.8925
C 1.5981 4.4724 -3.2411 -1.9928 -1.2331 -2.9632
O 1.0834 4.0625 -4.3119 1.9418 1.4084 3.8227
C -0.6895 1.8322 -1.7379 6.1574 -0.9388 1.1517
C -0.5081 0.3193 -1.4421 -1.5923 0.3497 -0.4330
C -1.8941 -0.5318 -1.4606 0.8878 -0.2696 -0.0438
C -2.1160 -1.3354 -2.8287 -0.2490 0.6574 -0.4925
C -2.3515 -0.3698 -4.1061 -0.1258 -0.7563 0.0350
Br -3.8616 -2.3327 -2.5893 0.8422 0.6437 0.1077
N 0.6255 -0.4514 -1.1611 -2.3661 2.8461 -0.7886
N 1.7897 0.1936 -1.0872 -1.5900 3.4689 -0.5984
C 3.0179 -0.6404 -0.7309 2.1072 -0.6451 0.0459
N 4.0873 -0.5819 -1.7408 -1.8072 0.0070 0.5075
C 3.6102 -0.8350 -3.1279 1.2941 -0.4883 -0.9747
H 1.9473 1.1809 1.4546 0.2937 1.5588 -0.4461
H 2.6294 2.6501 2.3154 -0.5914 -0.5937 -1.7185
H 1.3229 2.9451 1.0729 1.5111 -1.2141 0.2538
H 4.2922 1.7487 0.5766 -1.2395 1.2382 -0.6343
H 3.8681 3.5403 0.4042 -0.7815 -1.5955 -0.7952
H 1.5487 4.5316 -1.0161 -1.3086 -0.5043 -1.1996
H -0.1636 4.6968 -1.7996 1.6154 -1.1005 -0.2113
H 2.5655 5.0928 -3.2729 -1.2711 -0.8247 0.3795
H -1.6697 2.3685 -1.9567 1.4972 -1.0690 0.3726
H -2.7946 0.1705 -1.3022 1.5276 -1.0852 -0.2101
H -1.8396 -1.3006 -0.6132 -0.1323 1.2394 -1.1359
H -1.3418 -2.1536 -3.0210 -1.0619 1.3311 0.4098
H -1.4786 -0.4371 -4.8496 -1.1436 0.4050 1.3130
H -3.2778 -0.7352 -4.6769 1.4439 0.6586 0.8845
H -2.5576 0.6899 -3.7350 0.4243 -1.3663 -0.7164
H 2.7210 -1.7452 -0.5930 -0.2905 2.0177 -0.3381
H 3.4071 -0.2462 0.2654 -0.5777 -0.4936 -1.3686
H 4.6831 0.2539 -1.6591 -0.4746 -0.4567 -0.1545
H 2.9034 -1.7398 -3.1726 0.8403 1.5484 0.1979
H 4.5428 -1.1530 -3.7372 -1.5503 0.5440 0.8840
H 3.2021 0.0948 -3.6607 0.1682 -1.3215 0.7989
C -0.0954 3.0973 5.3275 0.0273 -0.8028 0.8765
C -1.0548 4.2426 5.2483 -0.7793 0.1000 0.5781
O -0.3603 5.1900 4.4480 0.5595 -0.3195 -0.6006
C 0.5413 4.4973 3.7012 0.4105 0.4654 -0.3675
O 1.1768 4.9690 2.7976 -0.5010 -0.4026 0.5593
O 0.6300 3.2009 4.1081 -0.0126 0.7168 -0.5136
H -0.6030 2.1338 5.3980 0.1379 0.0431 -0.2223
H 0.6023 3.1937 6.1627 -0.0767 0.0867 -0.1249
H -1.9888 3.9726 4.7461 0.0678 0.0304 -0.0230
H -1.2872 4.6586 6.2296 0.1295 0.1300 -0.1740
C -3.7790 -5.7272 -2.4119 0.2333 0.6578 -0.2279
C -4.8093 -6.2306 -1.4487 -0.7012 0.5581 0.4611
O -4.8026 -7.6336 -1.6737 0.5163 -0.1649 -0.3032
C -3.5870 -7.9483 -2.2018 0.3960 -1.1514 -0.1610
O -3.1859 -9.0666 -2.3554 -0.3522 0.9765 0.1421
O -2.8864 -6.8271 -2.5310 -0.2880 -0.5488 0.2076
H -3.2590 -4.8427 -2.0415 0.0764 -0.3748 -0.1046
H -4.2001 -5.5052 -3.3970 0.0132 -0.0148 0.0550
H -4.5368 -6.0386 -0.4065 0.0246 -0.0337 -0.0579
H -5.7987 -5.8112 -1.6395 0.0073 -0.2458 0.0416
C -8.5429 -9.5179 -1.5321 0.1886 -0.8591 -0.3145
C -9.0224 -9.1150 -0.1711 -0.3085 -0.5414 0.6448
O -8.6457 -7.7472 -0.0912 0.1366 0.3265 -0.5984
C -8.5376 -7.2860 -1.3669 0.1089 1.0068 -0.3340
O -8.3981 -6.1280 -1.6601 -0.0239 -1.1032 0.3039
O -8.6086 -8.3032 -2.2668 -0.0339 0.6271 0.4221
H -9.1741 -10.2823 -1.9877 0.0505 0.2125 -0.1111
H -7.5074 -9.8705 -1.5242 -0.0508 0.0699 0.0053
H -10.1093 -9.1890 -0.0709 0.0661 0.0352 -0.0267
H -8.5531 -9.6948 0.6250 0.0014 0.2411 -0.0064
C 0.7810 8.6967 6.8329 0.0954 0.8417 -0.3306
C -0.2271 8.2055 7.8265 -0.5821 0.5533 0.5035
O -0.2161 6.7987 7.6238 0.5243 -0.3146 -0.3498
C 0.9890 6.4826 7.0768 0.4506 -0.6654 -0.1545
O 1.3931 5.3621 6.9333 -0.3537 0.7847 0.1170
O 1.6753 7.5982 6.7149 -0.3155 -0.6955 0.2468
H 1.3053 9.5894 7.1769 0.1128 -0.2039 -0.0732
H 0.3393 8.8996 5.8530 0.0262 -0.0563 0.0579
H 0.0652 8.4163 8.8592 0.0043 -0.0475 -0.0757
H -1.2221 8.6163 7.6493 0.0446 -0.2374 0.0226
C 8.6527 -1.2959 -1.9092 0.3763 -0.8478 0.2324
C 9.1780 -0.4117 -2.9983 0.8420 -0.1390 -0.4496
O 8.0797 0.4500 -3.2675 -0.6691 0.1113 0.6253
C 7.3083 0.4758 -2.1499 -0.2507 0.3254 0.0438
O 6.3916 1.2347 -1.9768 0.5250 -0.4754 -0.1063
O 7.7049 -0.4641 -1.2524 -0.3616 0.6906 -0.4047
H 9.4337 -1.6163 -1.2184 -0.2143 0.1105 0.0722
H 8.1381 -2.1794 -2.2979 -0.0012 0.0827 0.0237
H 10.0300 0.1922 -2.6735 -0.0921 -0.0170 -0.0093
H 9.4607 -0.9719 -3.8906 -0.1572 0.2007 -0.0041